No. 1
# C17H18ClN3O4S

One molecule with the formula C17H18ClN3O4S (ωB97M-V/def2-TZVPD, the Open Molecules 2025 dataset).

Geometry as XYZ:
```
44
Properties=species:S:1:pos:R:3:forces:R:3
C 4.776728 -1.165034 1.183878 0.021 0.023 -0.001
C 3.664574 -0.379289 0.562747 -0.120 0.014 0.035
C 2.375601 -0.430203 1.079315 0.065 0.016 -0.103
C 1.351547 0.291773 0.490718 -0.171 0.039 0.051
C 1.628179 1.061580 -0.618498 -0.586 0.375 -0.186
C 2.902170 1.141185 -1.146894 0.234 0.042 -0.018
C 3.918678 0.423175 -0.548424 -0.175 0.079 -0.079
H 4.919297 0.470461 -0.951483 0.109 0.016 -0.055
H 3.076615 1.762896 -2.010874 0.137 0.056 -0.116
S 0.298172 1.876068 -1.475876 -0.073 -0.064 -0.160
O -0.905892 1.794693 -0.694651 0.306 -0.203 0.027
O 0.714078 3.140330 -1.993915 0.336 -0.224 -0.187
N -0.029099 0.874425 -2.826740 0.044 0.520 0.457
N -0.557971 -0.349549 -2.399943 -0.317 0.353 0.111
C 0.281036 -1.406689 -2.198865 0.276 -0.334 -0.154
O 1.435517 -1.358458 -2.576215 0.010 -0.129 -0.049
C -0.329566 -2.665786 -1.620275 0.015 -0.054 0.094
H 0.349712 -3.001561 -0.832161 -0.032 0.026 -0.102
H -0.304956 -3.420233 -2.410456 0.036 0.071 0.025
C -1.741341 -2.549095 -1.044013 0.297 -0.052 0.160
C -1.708502 -1.676489 0.207302 -0.286 -0.297 -0.340
O -0.928890 -1.894331 1.108943 0.199 -0.047 0.148
N -2.603737 -0.654448 0.191140 -0.403 0.262 -0.296
C -2.717196 0.412263 1.086519 -0.064 0.224 0.273
C -2.116638 0.431453 2.339314 0.068 -0.153 0.052
C -2.258108 1.533841 3.163402 -0.041 0.076 -0.039
C -3.002195 2.626077 2.756464 0.007 0.054 0.022
C -3.611689 2.620809 1.512729 0.011 -0.059 0.017
C -3.467238 1.522524 0.690364 0.073 -0.028 0.275
Cl -4.208938 1.531312 -0.872744 -0.165 0.048 -0.245
H -4.188848 3.468973 1.178590 -0.044 0.032 -0.072
H -3.108387 3.486463 3.398667 -0.013 0.078 0.055
H -1.779605 1.535183 4.130801 0.039 -0.013 0.081
H -1.535096 -0.418854 2.654926 -0.012 -0.020 0.001
H -3.215039 -0.546932 -0.612296 0.232 -0.286 0.138
H -2.060378 -3.547578 -0.734919 -0.058 0.095 -0.017
H -2.446072 -2.181605 -1.789888 -0.075 -0.017 0.006
H -1.379075 -0.187670 -1.834042 -0.018 -0.227 -0.125
H 0.808714 0.693862 -3.373658 0.065 -0.014 0.004
H 0.347586 0.263026 0.881548 -0.092 -0.051 0.095
H 2.158451 -1.048213 1.937053 -0.006 -0.078 0.106
H 5.525277 -0.491858 1.600207 0.079 -0.011 0.056
H 5.266877 -1.782584 0.433525 0.064 -0.076 -0.006
H 4.405648 -1.805913 1.978676 0.027 -0.063 0.061
```
Positions in Å, forces in eV/Å.

Calculated values
- Molar mass: 395.868 g/mol
- E_HOMO: -8.83 eV
- Relative energy (zero: lowest compared OMol25 entry of this formula, charge and spin): 0.0 kJ/mol
- Maximum force: 0.7 eV/Å
- Frontier orbital gap: 9.399 eV

=====

No. 2
# C3H3NO2

One molecule with the formula C3H3NO2 (ωB97M-V/def2-TZVPD, the Open Molecules 2025 dataset).

Geometry as XYZ:
```
9
Properties=species:S:1:pos:R:3:forces:R:3
C -1.052817 -0.255917 0.170500 -0.321 -1.364 0.759
O -0.601243 0.954946 -0.514887 0.558 -0.901 0.488
C 0.725722 0.943090 -0.543144 0.581 -0.050 0.018
O 1.483186 1.738434 -1.003587 -0.640 -0.480 0.279
C 1.141119 -0.337699 0.156646 3.570 -0.406 0.129
N 1.639795 -1.262545 0.656905 0.935 0.888 -0.521
H -0.078355 -1.053158 0.588618 -4.220 2.465 -1.252
H -1.609286 0.079332 1.039462 -0.233 -0.132 -0.046
H -1.648118 -0.806483 -0.550511 -0.231 -0.021 0.146
```
Positions in Å, forces in eV/Å.

Calculated values
- Molar mass: 85.062 g/mol
- E_HOMO: -10.88 eV
- Relative energy (zero: lowest compared OMol25 entry of this formula, charge and spin): 349.7 kJ/mol
- Maximum force: 5.0 eV/Å
- Frontier orbital gap: 10.910 eV

=====

No. 3
# C4H12NS

An isolated ion of composition C4H12NS and charge +1 (ωB97M-V/def2-TZVPD, the Open Molecules 2025 dataset).

Geometry as XYZ:
```
18
Properties=species:S:1:pos:R:3:forces:R:3
C -0.217199 -1.209708 -1.640543 -0.377 -0.290 -0.774
C 0.201384 -0.467595 -0.400755 0.073 0.958 0.769
C -0.712344 0.740071 -0.066752 -0.887 -1.319 -0.565
C -1.064609 0.838001 1.393198 1.168 -1.237 1.245
S 0.475871 1.104973 2.389019 -0.363 0.778 -0.219
N 1.652210 0.004172 -0.475548 -0.902 0.236 -1.215
H -0.662674 -0.617928 -2.443991 0.161 0.587 0.307
H 0.568050 -1.763065 -2.156263 0.137 -0.318 0.428
H -1.026400 -1.884794 -1.360674 0.227 -0.246 0.007
H 0.171380 -1.086630 0.490096 0.207 -0.433 -0.106
H -1.635631 0.391475 -0.539987 -0.146 0.683 -0.199
H -0.393297 1.655466 -0.544253 0.078 0.360 -0.109
H -1.926690 1.414961 1.688093 0.148 0.814 -0.258
H -1.292580 -0.166851 1.737768 -0.471 -0.234 -0.297
H 0.006950 0.641680 3.553037 0.108 -0.100 -0.006
H 1.724227 0.613592 -1.292386 0.078 0.231 0.051
H 1.853606 0.563248 0.357684 0.475 -0.423 0.273
H 2.277751 -0.771074 -0.687746 0.286 -0.044 0.668
```
Positions in Å, forces in eV/Å.

Calculated values
- Molar mass: 106.214 g/mol
- Net charge: +1
- E_HOMO: -13.13 eV
- Relative energy (zero: lowest compared OMol25 entry of this formula, charge and spin): 41.6 kJ/mol
- Maximum force: 2.1 eV/Å
- Frontier orbital gap: 9.764 eV

=====

No. 4
# C40H45N8O5SSn

C40H45N8O5SSn as an isolated structure (ωB97M-V/def2-TZVPD, the Open Molecules 2025 dataset).

Geometry as XYZ:
```
100
Properties=species:S:1:pos:R:3:forces:R:3
Sn -0.717665 0.185740 -0.919584 -0.119 1.940 0.705
C 2.143814 0.164248 5.887499 -0.180 0.058 -0.013
C 1.756643 -0.020030 4.444843 0.139 0.050 0.112
C 2.381439 -0.940676 3.632478 -0.106 -0.070 0.050
C 1.995937 -1.129026 2.291072 0.091 0.317 -0.343
C 2.410968 -2.232372 1.486230 0.092 0.226 -0.001
N 3.517121 -2.917151 1.508659 0.026 -0.178 0.224
C 4.813085 -2.580698 2.129182 0.001 0.216 -0.003
C 5.370488 -1.277059 1.554893 0.019 -0.111 -0.143
C 5.795891 -1.376083 0.084190 -0.127 0.017 0.232
N 4.636512 -1.549991 -0.808413 0.205 0.037 -0.088
C 3.691886 -0.702742 -1.127425 -0.064 0.036 -0.083
C 3.532913 0.669669 -0.858950 0.122 -0.036 -0.051
C 4.527399 1.544149 -0.338652 -0.025 -0.039 -0.070
C 4.329638 2.893703 -0.202230 0.049 0.050 0.057
C 5.413623 3.835557 0.247065 -0.115 0.032 -0.017
C 3.045700 3.382134 -0.496246 -0.054 0.040 0.117
C 2.024543 2.565569 -0.942074 0.101 0.142 0.133
C 0.708968 3.117756 -1.121646 0.039 0.157 -0.158
N -0.403190 2.514847 -1.344250 0.127 0.179 -0.258
C -1.536602 3.471243 -1.351204 -0.117 -0.086 0.237
C -1.973398 3.753920 0.079714 -0.064 -0.091 0.012
C -2.416973 2.505334 0.826703 0.330 0.263 -0.192
N -1.294743 1.544853 0.943903 -0.320 -0.173 0.180
C -0.810069 1.419976 2.120100 0.243 0.140 0.046
C 0.317384 0.613656 2.565498 -0.081 -0.185 -0.074
C 0.708808 0.724330 3.891198 -0.059 -0.105 0.116
C 1.024619 -0.259160 1.709406 -0.115 0.188 0.419
O 0.913587 -0.168645 0.417557 -0.708 -0.842 -0.438
C 2.260698 1.206498 -1.233798 -0.230 -0.070 -0.218
O 1.339479 0.557890 -1.857624 -0.104 -0.914 0.208
H 3.016057 -0.429164 6.152227 0.007 0.011 -0.009
H 1.321687 -0.127546 6.543547 0.042 -0.041 0.001
H 2.356875 1.212798 6.099283 0.069 -0.028 -0.011
H 3.133537 -1.581240 4.074455 -0.026 -0.009 -0.021
H 1.674099 -2.573134 0.771328 0.005 -0.061 -0.060
H 3.507061 -3.766712 0.960753 0.006 0.000 -0.026
H 5.486785 -3.410492 1.921965 -0.038 -0.042 0.005
H 4.719386 -2.512816 3.208966 -0.052 -0.040 0.007
H 6.245013 -0.997560 2.143776 -0.005 0.019 -0.006
H 4.629533 -0.481820 1.665795 0.072 0.052 0.084
H 6.449202 -2.232872 -0.073887 -0.023 -0.020 -0.028
H 6.363170 -0.496237 -0.201191 0.020 -0.049 -0.132
H 4.526690 -2.476340 -1.193238 0.025 0.003 -0.057
H 2.876126 -1.138911 -1.696780 0.022 0.000 -0.051
H 5.503391 1.158697 -0.085889 -0.024 0.024 0.001
H 6.346596 3.312464 0.446464 -0.009 -0.002 0.002
H 5.117011 4.371541 1.149775 0.027 -0.036 0.017
H 5.602547 4.587052 -0.520710 0.046 -0.027 -0.005
H 2.848240 4.440795 -0.349185 -0.016 -0.021 -0.011
H 0.673028 4.204716 -1.017247 -0.008 0.006 -0.023
H -2.339016 3.049875 -1.940889 -0.022 0.045 -0.074
H -1.232063 4.405256 -1.823384 0.102 -0.077 -0.109
H -2.798875 4.468569 0.072846 0.017 0.021 0.004
H -1.142991 4.217870 0.621620 -0.042 0.095 -0.032
H -3.216054 2.011275 0.301761 -0.091 0.052 0.188
H -2.792975 2.783242 1.811816 0.082 -0.138 0.078
H -1.277859 1.993523 2.923893 0.041 0.063 -0.031
H 0.180842 1.422199 4.534596 -0.018 -0.003 -0.026
C -5.526511 2.963793 -1.708148 -0.044 0.008 0.034
N -5.157830 1.562967 -1.451046 -0.006 -0.026 -0.056
C -6.211435 0.643246 -0.989991 -0.040 0.020 0.037
C -3.936435 1.165438 -1.574280 -0.090 -0.265 -0.088
N -2.831980 0.818885 -1.699605 0.029 -0.051 0.140
H -6.359154 2.990533 -2.408526 0.023 -0.024 -0.035
H -4.684957 3.501899 -2.136910 0.011 -0.025 -0.015
H -5.831660 3.441817 -0.777489 0.017 -0.020 0.016
H -7.034637 0.664468 -1.701577 0.027 -0.008 -0.047
H -6.571629 0.960665 -0.012686 0.046 0.007 0.021
H -5.816557 -0.365645 -0.918424 0.032 0.006 -0.008
O -3.754540 0.092259 1.190695 0.029 0.041 -0.124
C -3.160019 -0.951376 1.069834 0.089 -0.107 -0.240
N -2.028484 -1.165974 0.262393 0.719 -0.646 -0.475
S -1.537148 -2.765737 0.328549 -0.122 0.051 0.013
O -0.234583 -2.833910 0.935102 0.025 -0.051 0.159
O -1.639376 -3.363723 -0.972650 -0.053 -0.095 0.106
C -2.778611 -3.298873 1.425292 -0.161 0.022 0.004
C -3.023428 -4.566713 1.915110 0.122 -0.066 -0.078
C -4.112863 -4.713723 2.764975 -0.005 0.023 0.010
C -4.908146 -3.622805 3.110203 -0.010 0.037 -0.021
C -4.644339 -2.356589 2.602118 -0.028 -0.008 0.043
C -3.568390 -2.213857 1.745029 -0.002 0.065 0.035
H -2.402512 -5.411222 1.646783 -0.027 0.010 -0.003
H -4.347664 -5.693404 3.158480 0.007 0.014 0.022
H -5.747700 -3.765147 3.777481 0.017 -0.016 -0.005
H -5.252422 -1.499747 2.860498 -0.012 -0.028 -0.011
C -1.125980 -1.788361 -7.072731 0.004 0.007 0.033
C -1.047196 -1.374572 -5.637627 0.025 -0.056 -0.129
C -1.677547 -2.095611 -4.628973 -0.036 0.025 0.048
C -1.583549 -1.687163 -3.315873 -0.051 0.106 -0.169
N -0.892352 -0.588539 -2.977050 0.634 0.063 0.589
C -0.274905 0.134375 -3.936343 -0.157 -0.082 -0.225
C -0.329593 -0.238090 -5.256328 -0.086 0.040 0.038
H -1.749168 -2.669134 -7.205609 0.004 0.004 0.000
H -0.128164 -2.005928 -7.457810 -0.005 0.002 0.007
H -1.531888 -0.976527 -7.678118 0.000 -0.005 0.005
H -2.245928 -2.986309 -4.859674 0.003 -0.002 0.021
H -2.041312 -2.249690 -2.520616 -0.077 0.043 -0.010
H 0.262365 1.011913 -3.619460 -0.030 -0.019 -0.028
H 0.182679 0.363644 -5.995559 -0.025 0.021 0.015
```
Positions in Å, forces in eV/Å.

Calculated values
- Molar mass: 868.629 g/mol
- Net charge: +3
- E_HOMO: -15.55 eV
- Relative energy (zero: lowest compared OMol25 entry of this formula, charge and spin): 60.5 kJ/mol
- Maximum force: 2.1 eV/Å
- Frontier orbital gap: 7.226 eV

=====

No. 5
# H16NaO8

H16NaO8 as an isolated structure (ωB97M-V/def2-TZVPD, the Open Molecules 2025 dataset).

Geometry as XYZ:
```
25
Properties=species:S:1:pos:R:3:forces:R:3
Na -0.033773 -0.188671 0.300296 -0.012 0.237 -0.047
O 0.357828 1.283589 -2.988350 1.465 0.036 -3.546
H -0.055332 1.185077 -2.186080 -1.235 0.333 3.093
H 1.213501 1.695748 -2.859935 -0.077 0.202 0.186
O -0.656355 -0.905058 -1.942476 0.629 0.824 -0.999
H -0.163380 -1.689718 -1.760662 0.165 -1.359 0.514
H -0.021356 -0.476808 -2.572320 -1.070 -0.058 0.184
O -2.338491 -0.739561 0.177583 0.345 -0.263 1.210
H -2.683433 0.121801 0.005604 -0.623 0.861 -0.127
H -2.504578 -1.217294 -0.618440 -0.154 -0.589 -1.054
O 0.136552 -2.197121 1.105076 -0.595 -0.500 0.265
H -0.672383 -2.402605 1.592348 -0.326 0.022 -0.456
H 0.775415 -2.286300 1.801802 1.017 -0.130 0.297
O 1.673999 0.483099 1.913259 -0.106 -2.086 -0.495
H 1.487111 1.373260 2.036655 -1.074 2.657 0.894
H 2.550921 0.564015 1.572147 1.256 -0.548 -0.334
O -1.237574 0.023647 2.697424 1.314 -0.595 0.394
H -2.134160 0.123893 3.000871 -0.513 -0.090 0.284
H -0.787809 -0.589671 3.326170 -0.661 0.903 -0.575
O -0.331311 2.164322 -0.293312 -0.126 0.351 1.129
H -0.144586 2.688764 0.500189 0.969 -0.067 -0.073
H -1.261721 2.378620 -0.268082 -0.963 -0.199 -0.915
O 2.037329 -0.616500 -1.230159 0.054 0.077 -0.019
H 2.720027 0.050524 -1.137603 0.283 0.083 0.104
H 2.073558 -0.827051 -2.172004 0.036 -0.102 0.084
```
Positions in Å, forces in eV/Å.

Calculated values
- Molar mass: 167.110 g/mol
- Net charge: +1
- E_HOMO: -14.93 eV
- Relative energy (zero: lowest compared OMol25 entry of this formula, charge and spin): 94.2 kJ/mol
- Maximum force: 3.8 eV/Å
- Frontier orbital gap: 11.515 eV

=====

> Among the records above, which one has the highest maximum force?

C3H3NO2